The following is a quantum chemistry calculation of 10 unconnected molecules or ions with the total composition C35H61NO27, from OMol25.

Last columns: bonded neighbours and bond lengths (Å).
Geometry (Å):
1 C 0.81 1.81 3.90  C2 1.554, H8 1.078, H9 1.094, H10 1.102
2 C 0.58 2.67 5.18  C1 1.554, C3 1.628, O7 1.385, H11 1.123
3 C 1.85 2.45 6.18  C2 1.628, O4 1.365, H12 1.074, H13 1.047
4 O 2.61 3.55 5.93  C3 1.365, C5 1.345
5 C 1.96 4.45 5.17  O4 1.345, O6 1.250, O7 1.355
6 O 2.42 5.58 4.90  C5 1.250
7 O 0.78 3.96 4.72  C2 1.385, C5 1.355
8 H 0.40 0.82 4.05  C1 1.078
9 H 1.84 1.83 3.55  C1 1.094
10 H 0.13 2.13 3.09  C1 1.102
11 H -0.34 2.52 5.79  C2 1.123
12 H 2.44 1.56 6.07  C3 1.074
13 H 1.61 2.49 7.20  C3 1.047
14 C -6.02 0.34 -2.26  C15 1.535, H21 1.105, H22 1.089, H23 1.167
15 C -5.50 -1.02 -2.74  C14 1.535, C16 1.422, O20 1.444, H24 1.090
16 C -5.68 -2.07 -1.79  C15 1.422, O17 1.382, H25 1.091, H26 1.039
17 O -6.66 -2.93 -2.25  C16 1.382, C18 1.315
18 C -7.11 -2.48 -3.40  O17 1.315, O19 1.209, O20 1.272
19 O -8.03 -3.02 -3.97  C18 1.209
20 O -6.35 -1.53 -3.78  C15 1.444, C18 1.272
21 H -6.89 0.27 -1.58  C14 1.105
22 H -6.40 0.85 -3.16  C14 1.089
23 H -5.20 0.81 -1.58  C14 1.167
24 H -4.51 -0.99 -3.19  C15 1.090
25 H -5.85 -1.85 -0.74  C16 1.091
26 H -4.77 -2.57 -1.74  C16 1.039
27 C -0.70 -1.42 -7.59  C28 1.476, H34 1.073, H35 1.080, H36 1.087
28 C -1.06 -1.65 -6.17  C27 1.476, C29 1.548, O33 1.479, H37 1.149
29 C -0.28 -2.69 -5.34  C28 1.548, O30 1.492, H38 1.114, H39 1.073
30 O 0.73 -1.92 -4.55  C29 1.492, C31 1.273
31 C 0.43 -0.69 -4.55  O30 1.273, O32 1.224, O33 1.361
32 O 0.91 0.15 -3.80  C31 1.224
33 O -0.60 -0.46 -5.42  C28 1.479, C31 1.361
34 H 0.35 -1.56 -7.74  C27 1.073
35 H -1.03 -0.40 -7.69  C27 1.080
36 H -1.32 -2.08 -8.20  C27 1.087
37 H -2.18 -1.85 -6.04  C28 1.149
38 H 0.42 -3.21 -6.03  C29 1.114
39 H -0.92 -3.31 -4.74  C29 1.073
40 C 1.25 3.64 -2.14  C41 1.498, H47 1.061, H48 1.088, H49 1.077
41 C 0.35 3.93 -3.30  C40 1.498, C42 1.542, O46 1.432, H50 1.103
42 C -0.86 3.00 -3.49  C41 1.542, O43 1.348, H51 1.106, H52 1.049
43 O -1.66 3.81 -4.22  C42 1.348, C44 1.320
44 C -1.45 5.10 -4.05  O43 1.320, O45 1.225, O46 1.396
45 O -2.17 6.01 -4.45  C44 1.225
46 O -0.22 5.23 -3.41  C41 1.432, C44 1.396
47 H 0.86 4.07 -1.25  C40 1.061
48 H 2.14 4.17 -2.47  C40 1.088
49 H 1.50 2.59 -2.06  C40 1.077
50 H 0.85 3.69 -4.26  C41 1.103
51 H -1.42 2.57 -2.63  C42 1.106
52 H -0.55 2.15 -4.02  C42 1.049
53 C -3.58 1.74 5.41  O54 1.402, H59 1.134, H60 1.078, H61 1.051
54 O -4.61 1.42 4.52  C53 1.402, C55 1.316
55 C -4.36 1.21 3.24  O54 1.316, O56 1.403, O57 1.273
56 O -3.04 1.40 2.79  C55 1.403
57 O -5.36 0.83 2.55  C55 1.273, C58 1.472
58 C -5.40 0.89 1.08  O57 1.472, H62 1.117, H63 1.061, H64 1.049
59 H -3.15 2.77 5.20  C53 1.134
60 H -2.81 0.99 5.45  C53 1.078
61 H -3.89 1.75 6.41  C53 1.051
62 H -5.99 1.80 0.84  C58 1.117
63 H -5.76 -0.01 0.65  C58 1.061
64 H -4.49 1.11 0.61  C58 1.049
65 C 2.72 -2.82 -1.97  O66 1.388, H71 1.085, H72 1.069, H73 1.086
66 O 3.17 -3.23 -0.72  C65 1.388, C67 1.340
67 C 4.49 -3.15 -0.49  O66 1.340, O68 1.381, O69 1.285
68 O 5.39 -2.65 -1.40  C67 1.381
69 O 4.81 -3.51 0.70  C67 1.285, C70 1.415
70 C 6.16 -3.49 1.11  O69 1.415, H74 1.114, H75 1.052, H76 1.084
71 H 3.26 -3.38 -2.72  C65 1.085
72 H 2.71 -1.76 -2.07  C65 1.069
73 H 1.68 -3.07 -2.17  C65 1.086
74 H 6.38 -4.11 2.02  C70 1.114
75 H 6.40 -2.47 1.15  C70 1.052
76 H 6.79 -3.80 0.29  C70 1.084
77 C -3.17 -2.39 2.09  O78 1.431, H83 1.039, H84 1.051, H85 1.096
78 O -3.27 -2.78 0.72  C77 1.431, C79 1.285
79 C -2.22 -3.23 0.13  O78 1.285, O80 1.406, O81 1.401
80 O -1.02 -3.42 0.84  C79 1.406
81 O -2.27 -3.43 -1.25  C79 1.401, C82 1.459
82 C -1.07 -3.57 -2.08  O81 1.459, H86 0.998, H87 1.142, H88 1.031
83 H -2.38 -1.72 2.25  C77 1.039
84 H -3.14 -3.30 2.61  C77 1.051
85 H -4.07 -1.88 2.46  C77 1.096
86 H -0.72 -2.66 -2.31  C82 0.998
87 H -1.46 -4.11 -3.00  C82 1.142
88 H -0.41 -4.03 -1.43  C82 1.031
89 C 1.70 -2.61 1.82  O90 1.331, H95 1.140, H96 1.090, H97 1.089
90 O 2.83 -1.91 1.94  C89 1.331, C91 1.293
91 C 3.27 -1.49 3.08  O90 1.293, O92 1.449, O93 1.352
92 O 2.42 -1.70 4.23  C91 1.449
93 O 4.49 -0.91 3.05  C91 1.352, C94 1.401
94 C 5.09 -0.60 4.27  O93 1.401, H98 1.086, H99 1.099, H100 1.141
95 H 0.91 -2.08 2.44  C89 1.140
96 H 1.78 -3.63 2.19  C89 1.090
97 H 1.36 -2.55 0.79  C89 1.089
98 H 6.11 -0.28 4.10  C94 1.086
99 H 5.02 -1.38 5.05  C94 1.099
100 H 4.63 0.34 4.72  C94 1.141
101 C 4.45 3.72 3.16  O102 1.443, H107 1.104, H108 1.094, H109 1.093
102 O 5.15 3.04 2.10  C101 1.443, C103 1.323
103 C 4.52 2.21 1.27  O102 1.323, O104 1.402, O105 1.317
104 O 3.13 2.23 1.17  C103 1.402
105 O 5.37 1.40 0.68  C103 1.317, C106 1.380
106 C 5.01 0.27 -0.02  O105 1.380, H110 1.063, H111 1.065, H112 1.100
107 H 4.20 2.91 3.86  C101 1.104
108 H 3.51 4.19 2.86  C101 1.094
109 H 5.07 4.52 3.57  C101 1.093
110 H 4.79 -0.53 0.65  C106 1.063
111 H 5.73 -0.10 -0.71  C106 1.065
112 H 4.07 0.37 -0.58  C106 1.100
113 C 0.94 -0.32 -0.75  C114 1.557, H118 1.077, H119 1.023, H120 1.076
114 C 0.11 0.09 0.50  C113 1.557, C115 1.509, H121 1.117, H122 1.119
115 C -0.91 1.11 0.04  C114 1.509, C116 1.488, H123 1.106, H124 1.062
116 C -1.96 0.76 -0.94  C115 1.488, N117 1.161
117 N -2.82 0.43 -1.66  C116 1.161
118 H 0.37 -0.86 -1.48  C113 1.077
119 H 1.78 -0.78 -0.39  C113 1.023
120 H 1.25 0.56 -1.30  C113 1.076
121 H 0.74 0.57 1.30  C114 1.117
122 H -0.38 -0.78 1.01  C114 1.119
123 H -0.28 1.90 -0.41  C115 1.106
124 H -1.28 1.43 0.98  C115 1.062

- Kohn-Sham gap (eV) = 10.381
- energy above the lowest of the compared OMol25 structures with the same formula, charge and spin (kJ/mol) = 208.2
- SMILES = C[C@H]1COC(=O)O1.C[C@H]1COC(=O)O1.C[C@H]1COC(=O)O1.C[C@H]1COC(=O)O1.COC(=O)OC.COC(=O)OC.COC(=O)OC.COC(=O)OC.COC(=O)OC.CCCC#N
- strongest force on any atom (Eh/bohr) = 0.186
- total energy (hartree) = -3456.16353
- LUMO (eV) = 0.06
- highest occupied orbital energy (eV) = -10.32